Record 1
C3H11N3O | the ωB97M-V functional and the def2-TZVPD basis

- strongest force on any atom (eV Å⁻¹) = 2.2
- energy above the lowest of the compared OMol25 structures with the same formula, charge and spin (kJ/mol) = 581.9

Structure (XYZ):
```
18
C3H11N3O (the ωB97M-V functional and the def2-TZVPD basis)
C -2.05386 -1.09173 0.20361
N -0.28436 0.32488 1.26705
C -1.06504 0.02506 -0.01539
N 0.59164 1.40690 0.81062
O -1.38333 1.11689 -0.63895
H -0.94571 0.75656 1.91891
H -0.07841 1.83666 -0.07470
H 0.91006 1.95230 1.60744
H -2.51537 -1.35286 -0.74667
H -2.84577 -0.75285 0.87988
H -1.57014 -1.96110 0.64614
C 2.24009 -0.34745 -0.78061
N 1.13164 -0.98201 -1.18892
H 0.87028 -0.70800 -2.13658
H -0.02640 -0.59938 -0.62230
H 2.76447 0.35404 -1.42904
H 1.42284 0.88022 0.33027
H 2.83737 -0.85812 -0.03076
```

***

Record 2
C22H33As2CoN4O9P2S | the ωB97M-V functional and the def2-TZVPD basis

- strongest force on any atom (eV Å⁻¹) = 2.6
- 2S+1 = 5
- energy above the lowest of the compared OMol25 structures with the same formula, charge and spin (kJ/mol) = 0.0

Structure (XYZ):
```
74
C22H33As2CoN4O9P2S (the ωB97M-V functional and the def2-TZVPD basis)
Co 0.30933 -1.90362 -0.85972
N -3.30415 3.99905 2.90621
C -3.20380 2.73052 2.37717
C -3.93707 2.40157 1.21145
C -3.84430 1.13902 0.64096
C -3.02044 0.20601 1.20521
C -2.33219 0.47199 2.39880
C -2.43298 1.74330 2.99363
S -2.78345 -1.46216 0.49380
O -4.00852 -1.75065 -0.21719
O -2.29513 -2.35559 1.53171
N -1.61651 -1.28570 -0.56978
C -1.77337 -0.83865 -1.80933
N -2.83505 -0.16313 -2.29390
C -2.74417 0.08341 -3.59862
C -1.65750 -0.24589 -4.44458
C -0.64549 -0.89564 -3.80746
N -0.72420 -1.22811 -2.53008
H -3.95540 4.62754 2.52610
H -3.00884 4.15493 3.88545
H -4.47068 3.13963 0.59475
H -4.35624 0.92996 -0.26727
H -1.75192 -0.27743 2.84284
H -1.86294 1.93653 3.90840
H -3.58180 0.61995 -4.10571
H -1.77257 -0.05663 -5.49842
H 0.21776 -1.24348 -4.30348
O 4.26637 -2.58171 -2.45543
P 2.72232 -2.74942 -2.14927
O 1.94624 -2.63559 -3.40452
O 2.38469 -1.93574 -0.89595
O 2.63504 -4.37874 -1.74938
P 1.27779 -4.89004 -1.09065
O 0.87706 -6.11655 -2.05274
O 0.19256 -3.86759 -1.15685
O 1.64476 -5.44005 0.27080
H 4.42416 -2.41501 -3.37066
H 1.23676 -6.91735 -1.61259
C 4.31181 -3.15639 2.46494
As 2.66252 -4.08358 1.82577
C 2.43372 -5.69250 2.80687
C 1.27241 -2.79685 1.91212
H 4.11238 -2.55946 3.35188
H 4.65703 -2.47115 1.72071
H 5.04025 -3.95057 2.71185
H 1.92579 -5.49763 3.75779
H 3.40331 -6.10976 3.02213
H 1.86265 -6.30416 2.10959
H 1.02119 -2.36451 2.87304
H 0.42746 -3.27062 1.44233
H 1.64832 -2.02002 1.24422
C 1.67243 1.59362 1.04016
As 0.68406 0.88977 -0.44281
C 1.70865 1.75556 -1.75582
C -0.77941 2.21874 -0.54931
C -0.46929 3.69484 -0.34651
C -0.34295 4.22157 0.96143
C -0.13134 5.60267 1.12991
C -0.03340 6.44729 0.01891
C -0.17694 5.93598 -1.27710
C -0.36693 4.55941 -1.43990
H 1.72515 2.69319 0.97674
H 2.61603 1.06072 0.93834
H 1.17839 1.33669 1.96476
H 1.89719 2.79528 -1.43757
H 1.12043 1.80039 -2.66279
H 2.67917 1.34164 -1.98334
H -1.56126 1.90144 0.13117
H -1.21132 2.07370 -1.56043
H -0.48885 3.53351 1.74122
H -0.13199 6.03843 2.16341
H 0.08153 7.51811 0.14384
H -0.16685 6.58487 -2.11853
H -0.49747 4.13084 -2.42272
```

***

Record 3
C8H32B2O4Pd | the ωB97M-V functional and the def2-TZVPD basis

- strongest force on any atom (eV Å⁻¹) = 4.4
- 2S+1 = 3
- energy above the lowest of the compared OMol25 structures with the same formula, charge and spin (kJ/mol) = 0.0

Structure (XYZ):
```
47
C8H32B2O4Pd (the ωB97M-V functional and the def2-TZVPD basis)
Pd 12.12273 20.81574 -17.40356
B 12.27232 18.61263 -16.81683
H 12.06841 17.61312 -16.46521
H 13.28739 18.73626 -17.16119
H 11.56990 18.85119 -17.60038
H 12.08954 19.33230 -16.03395
B 12.47836 22.90869 -18.16427
H 11.75636 22.45941 -18.82843
H 12.74889 23.90136 -18.48935
H 12.04776 22.83271 -17.17784
H 13.35862 22.28542 -18.19466
C 9.01754 20.62329 -14.68781
C 10.49424 20.76308 -14.40282
O 11.05953 21.58982 -15.39965
H 8.87925 20.05463 -15.60737
H 8.53300 21.59373 -14.79539
H 8.54353 20.12983 -13.83934
H 10.91254 19.75860 -14.46726
H 10.67238 21.13416 -13.39353
H 11.16384 22.46268 -15.01385
C 8.99488 22.07935 -19.59539
C 9.16786 21.81614 -18.15041
O 9.90802 20.60841 -17.93865
H 8.49730 21.30022 -20.17285
H 9.99640 22.18577 -20.01221
H 8.51421 23.02508 -19.84570
H 8.22325 21.68254 -17.62319
H 9.59630 22.60777 -17.53571
H 9.30407 19.90899 -18.19875
C 15.05746 20.39626 -20.08747
C 13.59453 20.65940 -20.54096
O 12.81478 20.02882 -19.55810
H 15.28145 20.91095 -19.15311
H 15.77837 20.83674 -20.77621
H 15.35861 19.35811 -19.94725
H 13.44553 20.24087 -21.53632
H 13.37783 21.72751 -20.55791
H 12.82428 19.10524 -19.81984
C 15.08764 21.75764 -14.28616
C 14.97830 21.87314 -15.87345
O 14.01717 20.84599 -16.23247
H 15.54449 22.67901 -13.92498
H 15.69992 20.88840 -14.04610
H 14.11160 21.82752 -13.80598
H 15.91448 21.60056 -16.36066
H 14.61450 22.85014 -16.19163
H 14.50064 20.06656 -15.94903
```

***

- Which formula does entry 3 have?
  C8H32B2O4Pd